(1)
C18H29ClFN2O2 | ωB97M-V/def2-TZVPD

- HOMO level (eV) = -11.9
- net charge = +1
- SMILES = CCOCCCCCc1c(CC=O)c(CCC(C)C)c(F)n[n+]1Cl
- LUMO (eV) = -5.2
- spin multiplicity = 1
- calculated total energy (eV) = -41431.0017
- Kohn-Sham gap (eV) = 6.625

Positions of all 53 atoms, in Å:
C (5.34094, -0.20356, 1.15990)
C (5.42279, 1.39890, 1.50505)
O (5.20458, 2.27161, 0.30749)
C (3.77003, 2.23151, -0.07117)
C (3.12311, 3.73821, -0.02400)
C (1.56988, 3.82199, -0.60777)
C (0.58355, 2.65126, 0.00904)
C (-0.91479, 2.60877, -0.72679)
C (-1.28889, 1.10349, -1.31689)
C (-2.29857, 0.21056, -0.44040)
C (-2.97306, 0.61398, 0.99212)
C (-4.53805, 1.07372, 0.68402)
O (-4.85208, 1.43434, -0.57259)
C (-2.57240, -1.19261, -1.21678)
C (-3.58609, -2.36348, -0.67714)
C (-2.91871, -3.85169, -0.52729)
C (-1.68331, -3.96051, 0.54421)
C (-0.18659, -3.71606, -0.12479)
C (-1.92299, -3.06539, 1.92987)
C (-1.79771, -1.33972, -2.60403)
F (-2.08596, -2.62131, -3.35675)
N (-0.85206, -0.46055, -3.28883)
N (-0.70161, 0.66348, -2.57102)
Cl (0.42533, 1.79302, -3.32817)
H (5.66516, -0.46486, 0.06444)
H (4.19824, -0.52903, 1.25379)
H (5.93851, -0.84673, 1.95011)
H (4.68193, 1.72013, 2.37703)
H (6.50659, 1.64143, 1.89533)
H (3.70643, 1.74494, -1.13769)
H (3.20479, 1.54571, 0.70951)
H (3.22016, 4.25626, 1.04552)
H (3.79490, 4.40975, -0.74456)
H (1.15054, 4.86823, -0.21476)
H (1.57122, 3.88809, -1.77712)
H (0.42527, 2.94037, 1.15627)
H (1.05841, 1.58102, 0.00984)
H (-1.67489, 2.93038, 0.13584)
H (-1.02873, 3.46423, -1.55172)
H (-2.43321, 1.47759, 1.57512)
H (-3.01659, -0.31420, 1.70356)
H (-5.39149, 1.06861, 1.48916)
H (-4.00665, -2.01638, 0.38483)
H (-4.54191, -2.35182, -1.39207)
H (-2.55937, -4.34442, -1.52543)
H (-3.78257, -4.56128, -0.10843)
H (-1.67157, -5.09346, 0.92072)
H (0.55765, -3.47013, 0.74598)
H (0.13711, -4.76836, -0.57795)
H (-0.16765, -2.89297, -0.95622)
H (-3.03758, -3.10014, 2.30204)
H (-1.48094, -1.98593, 1.82359)
H (-1.29115, -3.63697, 2.76595)

Forces on atoms 1 to 3 (eV/Å):
C -1.28 -0.05 0.36
C 1.07 0.01 0.33
O -1.95 -1.40 1.48

(2)
C20H27N3O3S | ωB97M-V/def2-TZVPD

- HOMO level (eV) = -8.0
- net charge = 0
- SMILES = CCN(CCN1CCCC1)C(=O)c1cc(COc2ccccc2SC)on1
- LUMO (eV) = 0.8
- spin multiplicity = 1
- calculated total energy (eV) = -42624.7440
- energy above the lowest of the compared OMol25 structures with the same formula, charge and spin (kJ/mol) = 321.86
- Kohn-Sham gap (eV) = 8.767

Positions of all 54 atoms, in Å:
C (-2.16834, -0.39239, -2.04897)
C (-1.59503, 1.02264, -1.96886)
N (-0.14752, 1.00356, -1.91469)
C (0.57201, 1.21777, -3.15166)
C (0.56100, 2.69232, -3.57974)
N (0.98264, 3.56265, -2.51247)
C (2.38909, 3.48679, -2.16060)
C (2.57435, 4.67285, -1.21584)
C (1.54136, 5.70681, -1.69810)
C (0.73391, 4.96877, -2.77174)
C (0.56099, 0.73355, -0.80317)
O (1.77744, 0.61711, -0.79569)
C (-0.17318, 0.52881, 0.47731)
C (0.25358, -0.37752, 1.48511)
C (-0.63851, -0.18060, 2.49810)
C (-0.79156, -0.82343, 3.83896)
O (-0.31550, -2.14347, 3.85960)
C (-0.92177, -3.07942, 3.06834)
C (-2.03948, -2.87676, 2.27911)
C (-2.55311, -3.92388, 1.52504)
C (-1.95484, -5.16677, 1.56090)
C (-0.83584, -5.38089, 2.35188)
C (-0.31328, -4.34562, 3.10508)
S (1.09976, -4.44861, 4.15302)
C (1.62345, -6.17988, 3.96387)
O (-1.51864, 0.76794, 2.13505)
N (-1.21944, 1.20036, 0.88851)
H (-1.90610, -0.95949, -1.15877)
H (-3.25129, -0.35053, -2.12706)
H (-1.77675, -0.91890, -2.91669)
H (-1.98134, 1.53640, -1.08829)
H (-1.88720, 1.58728, -2.85504)
H (0.12437, 0.61035, -3.94456)
H (1.59887, 0.88690, -2.98751)
H (1.19733, 2.79149, -4.48170)
H (-0.45611, 2.98609, -3.85757)
H (2.61359, 2.53674, -1.67854)
H (3.03133, 3.59673, -3.05414)
H (3.59247, 5.05694, -1.24518)
H (2.35297, 4.36429, -0.19555)
H (0.89706, 6.01878, -0.87817)
H (2.01758, 6.59510, -2.11113)
H (-0.33710, 5.17372, -2.70929)
H (1.08304, 5.25964, -3.77962)
H (1.08193, -1.05093, 1.44270)
H (-1.84369, -0.76464, 4.15214)
H (-0.17930, -0.29526, 4.57839)
H (-2.52466, -1.91424, 2.23992)
H (-3.42446, -3.75525, 0.91099)
H (-2.35304, -5.98042, 0.97427)
H (-0.38068, -6.35753, 2.36952)
H (1.89015, -6.37986, 2.93049)
H (0.83862, -6.84783, 4.30583)
H (2.49883, -6.28827, 4.59621)

Forces on atoms 1 to 3 (eV/Å):
C 0.05 0.28 -0.03
C -0.44 -0.23 0.15
N 0.14 -0.02 -0.08

(3)
C4H6N | ωB97M-V/def2-TZVPD

- HOMO level (eV) = -14.9
- net charge = +1
- LUMO (eV) = -5.1
- spin multiplicity = 1
- calculated total energy (eV) = -5722.7453
- energy above the lowest of the compared OMol25 structures with the same formula, charge and spin (kJ/mol) = 391.27
- Kohn-Sham gap (eV) = 9.754

Positions of all 11 atoms, in Å:
C (-2.06422, 0.41579, -0.60298)
C (0.33934, -1.88055, -0.30229)
C (-1.39753, -0.47498, -1.44232)
C (-2.67914, 1.18992, 0.10369)
N (-0.53210, -1.32571, -0.84391)
H (1.19533, -2.30318, 0.15390)
H (5.32836, 1.82889, 3.44029)
H (-2.04774, -1.16945, -1.93053)
H (-0.76234, -0.03906, -2.23250)
H (-3.28807, 1.73236, 0.83074)
H (5.90813, 2.02596, 2.82591)

Forces on atoms 1 to 3 (eV/Å):
C -2.06 2.96 2.64
C -3.76 2.44 -2.40
C -0.36 0.16 -3.30

Repeat the first record exactly.
C18H29ClFN2O2 | ωB97M-V/def2-TZVPD

- HOMO level (eV) = -11.9
- net charge = +1
- SMILES = CCOCCCCCc1c(CC=O)c(CCC(C)C)c(F)n[n+]1Cl
- LUMO (eV) = -5.2
- spin multiplicity = 1
- calculated total energy (eV) = -41431.0017
- Kohn-Sham gap (eV) = 6.625

Positions of all 53 atoms, in Å:
C (5.34094, -0.20356, 1.15990)
C (5.42279, 1.39890, 1.50505)
O (5.20458, 2.27161, 0.30749)
C (3.77003, 2.23151, -0.07117)
C (3.12311, 3.73821, -0.02400)
C (1.56988, 3.82199, -0.60777)
C (0.58355, 2.65126, 0.00904)
C (-0.91479, 2.60877, -0.72679)
C (-1.28889, 1.10349, -1.31689)
C (-2.29857, 0.21056, -0.44040)
C (-2.97306, 0.61398, 0.99212)
C (-4.53805, 1.07372, 0.68402)
O (-4.85208, 1.43434, -0.57259)
C (-2.57240, -1.19261, -1.21678)
C (-3.58609, -2.36348, -0.67714)
C (-2.91871, -3.85169, -0.52729)
C (-1.68331, -3.96051, 0.54421)
C (-0.18659, -3.71606, -0.12479)
C (-1.92299, -3.06539, 1.92987)
C (-1.79771, -1.33972, -2.60403)
F (-2.08596, -2.62131, -3.35675)
N (-0.85206, -0.46055, -3.28883)
N (-0.70161, 0.66348, -2.57102)
Cl (0.42533, 1.79302, -3.32817)
H (5.66516, -0.46486, 0.06444)
H (4.19824, -0.52903, 1.25379)
H (5.93851, -0.84673, 1.95011)
H (4.68193, 1.72013, 2.37703)
H (6.50659, 1.64143, 1.89533)
H (3.70643, 1.74494, -1.13769)
H (3.20479, 1.54571, 0.70951)
H (3.22016, 4.25626, 1.04552)
H (3.79490, 4.40975, -0.74456)
H (1.15054, 4.86823, -0.21476)
H (1.57122, 3.88809, -1.77712)
H (0.42527, 2.94037, 1.15627)
H (1.05841, 1.58102, 0.00984)
H (-1.67489, 2.93038, 0.13584)
H (-1.02873, 3.46423, -1.55172)
H (-2.43321, 1.47759, 1.57512)
H (-3.01659, -0.31420, 1.70356)
H (-5.39149, 1.06861, 1.48916)
H (-4.00665, -2.01638, 0.38483)
H (-4.54191, -2.35182, -1.39207)
H (-2.55937, -4.34442, -1.52543)
H (-3.78257, -4.56128, -0.10843)
H (-1.67157, -5.09346, 0.92072)
H (0.55765, -3.47013, 0.74598)
H (0.13711, -4.76836, -0.57795)
H (-0.16765, -2.89297, -0.95622)
H (-3.03758, -3.10014, 2.30204)
H (-1.48094, -1.98593, 1.82359)
H (-1.29115, -3.63697, 2.76595)

Forces on atoms 1 to 3 (eV/Å):
C -1.28 -0.05 0.36
C 1.07 0.01 0.33
O -1.95 -1.40 1.48